A molecular structure, C48H41BrN9O3STi, computed with the ωB97M-V functional and the def2-TZVPD basis.

For the total energy, the calculation gives -6393.866727 a.u. Its charge is +1.

Last column: Löwdin charge in e.
Cartesian coordinates (Å):
Ti  -0.61  0.45  0.40  1.01
C  0.73  7.31  2.62  -0.04
C  0.33  5.87  2.41  -0.26
C  0.01  5.03  3.46  -0.02
C  -0.31  3.70  3.24  0.01
C  -0.29  3.12  1.96  -0.18
N  -0.55  1.75  1.77  -0.08
C  -1.24  1.14  2.86  -0.34
C  -0.60  0.63  3.98  -0.02
C  -1.33  0.15  5.05  -0.01
C  -2.72  0.18  5.04  -0.25
C  -3.52  -0.34  6.19  -0.03
C  -3.37  0.65  3.90  0.02
C  -2.64  1.10  2.82  -0.20
N  -3.27  1.39  1.58  -0.05
C  -4.53  1.82  1.36  -0.02
C  -4.78  1.71  0.01  -0.01
C  -3.60  1.20  -0.54  -0.10
N  -2.69  1.02  0.41  -0.09
C  -0.01  4.00  0.90  -0.14
C  0.28  5.34  1.13  0.02
N  -0.02  3.55  -0.44  -0.06
C  0.60  4.16  -1.48  -0.04
C  0.11  3.60  -2.63  -0.01
C  -0.81  2.65  -2.20  -0.13
N  -0.88  2.60  -0.87  0.06
H  0.52  7.63  3.64  0.08
H  0.21  7.97  1.93  0.08
H  1.80  7.42  2.45  0.09
H  0.01  5.41  4.48  0.12
H  -0.56  3.08  4.09  0.11
H  0.49  0.63  3.99  0.14
H  -0.81  -0.24  5.91  0.12
H  -2.93  -0.39  7.11  0.08
H  -3.88  -1.35  5.97  0.09
H  -4.40  0.28  6.38  0.08
H  -4.45  0.61  3.84  0.13
H  -5.15  2.18  2.16  0.14
H  -5.69  1.96  -0.51  0.11
H  -3.38  0.96  -1.56  0.12
H  0.46  5.99  0.28  0.12
H  1.36  4.91  -1.34  0.13
H  0.40  3.83  -3.65  0.12
H  -1.45  2.03  -2.80  0.11
N  -1.12  -3.93  1.54  0.10
C  -0.76  -2.62  1.42  -0.81
S  -1.98  -1.43  1.49  0.85
N  0.50  -2.39  1.25  0.01
N  0.87  -1.09  0.98  0.00
C  2.16  -0.99  0.81  -0.14
C  3.08  -2.16  0.95  -0.19
C  2.96  -3.30  0.18  -0.03
C  3.91  -4.31  0.25  -0.06
C  4.99  -4.19  1.13  -0.08
C  5.09  -3.07  1.95  -0.07
C  4.14  -2.06  1.85  -0.04
C  2.83  0.30  0.51  -0.24
C  4.09  0.30  -0.09  0.00
C  4.73  1.50  -0.31  -0.03
C  4.13  2.66  0.14  -0.03
C  2.88  2.57  0.73  -0.11
N  2.21  1.42  0.88  0.13
H  -2.05  -4.13  1.86  0.09
H  -0.39  -4.61  1.67  0.11
H  2.13  -3.40  -0.51  0.09
H  3.82  -5.18  -0.38  0.11
H  5.74  -4.96  1.16  0.11
H  5.91  -2.99  2.64  0.11
H  4.23  -1.19  2.49  0.13
H  4.55  -0.63  -0.39  0.13
H  5.69  1.53  -0.80  0.12
H  4.61  3.63  0.04  0.11
H  2.40  3.45  1.14  0.10
C  -3.47  -3.78  -1.50  0.00
C  -2.20  -3.02  -1.79  -0.39
O  -2.03  -1.91  -1.32  -0.03
C  -1.17  -3.69  -2.63  -0.16
C  -1.51  -4.63  -3.60  -0.02
C  -0.53  -5.17  -4.42  -0.06
C  0.80  -4.81  -4.25  -0.07
C  1.15  -3.88  -3.27  -0.07
C  0.16  -3.32  -2.48  -0.03
H  -4.00  -3.28  -0.69  0.08
H  -3.26  -4.81  -1.24  0.09
H  -4.12  -3.78  -2.38  0.09
H  -2.54  -4.92  -3.74  0.11
H  -0.80  -5.89  -5.18  0.11
H  1.56  -5.25  -4.88  0.11
H  2.18  -3.59  -3.14  0.11
H  0.41  -2.59  -1.71  0.10
Br  -0.94  -1.99  -7.67  0.76
C  -0.43  -1.19  -6.03  -0.68
C  -1.39  -0.98  -5.06  -0.10
C  -1.00  -0.43  -3.85  -0.03
C  0.34  -0.13  -3.61  -0.14
C  1.28  -0.31  -4.61  0.00
C  0.90  -0.84  -5.83  -0.10
C  0.80  0.35  -2.27  -0.50
O  1.86  0.90  -2.13  0.13
O  -0.02  0.08  -1.23  -0.19
H  -2.42  -1.24  -5.24  0.11
H  -1.73  -0.28  -3.06  0.09
H  2.31  -0.05  -4.43  0.13
H  1.62  -1.00  -6.62  0.11



A molecular structure, C48H41Cl4KN5O4P2S2, computed with the ωB97M-V functional and the def2-TZVPD basis.

For the total energy, the calculation gives -6348.570640 a.u. Its charge is -1.

Last column: Löwdin charge in e.
Cartesian coordinates (Å):
K  -1.29  -0.06  0.06  0.57
O  -1.73  0.13  2.27  -0.52
P  -1.90  -1.08  3.13  0.73
C  -0.21  -1.62  3.58  -0.27
P  0.92  -1.18  2.22  0.72
O  0.38  -1.41  0.85  -0.47
C  2.38  -2.20  2.53  -0.27
C  3.21  -2.01  3.64  -0.08
C  4.31  -2.83  3.83  -0.09
C  4.59  -3.84  2.92  -0.09
C  3.77  -4.03  1.81  -0.07
C  2.66  -3.21  1.61  -0.06
C  1.49  0.50  2.52  -0.28
C  0.96  1.35  3.49  -0.09
C  1.45  2.65  3.62  -0.09
C  2.45  3.10  2.77  -0.08
C  2.97  2.27  1.79  -0.08
C  2.50  0.97  1.67  -0.08
C  -2.67  -2.60  2.52  -0.28
C  -1.96  -3.45  1.66  -0.09
C  -2.56  -4.60  1.17  -0.07
C  -3.87  -4.91  1.53  -0.07
C  -4.58  -4.07  2.38  -0.07
C  -3.98  -2.92  2.87  -0.11
C  -2.73  -0.69  4.67  -0.29
C  -3.14  0.63  4.85  -0.07
C  -3.76  1.01  6.04  -0.07
C  -3.97  0.07  7.04  -0.09
C  -3.56  -1.25  6.86  -0.08
C  -2.94  -1.63  5.68  -0.09
H  -0.15  -2.70  3.74  0.08
H  0.11  -1.11  4.49  0.07
H  3.00  -1.20  4.34  0.11
H  4.95  -2.68  4.69  0.10
H  5.45  -4.48  3.07  0.10
H  3.99  -4.81  1.10  0.11
H  2.02  -3.33  0.74  0.05
H  0.15  1.02  4.12  0.09
H  1.02  3.31  4.37  0.11
H  2.81  4.12  2.86  0.10
H  3.73  2.63  1.12  0.11
H  2.88  0.32  0.89  0.12
H  -0.96  -3.20  1.32  0.07
H  -2.01  -5.22  0.48  0.08
H  -4.34  -5.80  1.13  0.10
H  -5.60  -4.30  2.64  0.10
H  -4.55  -2.26  3.51  0.09
H  -2.99  1.34  4.04  0.11
H  -4.09  2.03  6.17  0.10
H  -4.46  0.36  7.96  0.10
H  -3.73  -1.98  7.65  0.10
H  -2.63  -2.66  5.54  0.11
Cl  -0.86  2.71  0.88  0.72
C  -2.12  3.67  0.11  -0.63
C  -2.71  4.65  0.88  -0.14
C  -3.70  5.45  0.34  -0.12
C  -4.08  5.24  -0.98  -0.15
C  -3.48  4.25  -1.73  -0.71
Cl  -4.04  4.07  -3.37  0.61
C  -2.47  3.38  -1.24  -0.79
S  -1.73  2.12  -2.16  0.49
H  -2.38  4.79  1.90  0.09
H  -4.17  6.22  0.93  0.09
H  -4.85  5.85  -1.43  0.09
N  3.87  1.27  -5.75  0.16
C  4.83  1.83  -6.57  -0.19
C  5.24  1.55  -7.86  -0.03
C  6.26  2.34  -8.37  -0.11
C  6.84  3.37  -7.61  -0.11
C  6.41  3.64  -6.32  -0.02
C  5.39  2.85  -5.79  -0.23
N  4.77  2.91  -4.55  0.18
C  3.88  1.96  -4.57  -0.27
C  2.96  1.62  -3.47  -0.15
C  2.65  2.55  -2.49  0.01
C  1.76  2.20  -1.49  -0.16
N  1.19  0.99  -1.40  0.05
C  1.51  0.10  -2.33  -0.12
C  2.37  0.36  -3.38  -0.01
H  3.22  0.54  -5.99  0.15
H  4.80  0.76  -8.45  0.11
H  6.62  2.16  -9.38  0.09
H  7.63  3.97  -8.04  0.09
H  6.85  4.43  -5.73  0.11
H  3.08  3.54  -2.53  0.11
H  1.46  2.92  -0.73  0.08
H  1.07  -0.89  -2.22  0.10
H  2.60  -0.42  -4.10  0.10
S  0.29  -4.19  -1.29  0.57
C  -0.61  -3.37  -2.45  -0.89
N  -1.86  -2.90  -2.37  0.06
C  -2.29  -2.22  -3.60  -0.12
C  -1.01  -2.20  -4.45  -0.14
N  -0.15  -3.12  -3.71  -0.01
H  -2.32  -2.62  -1.49  0.10
H  -2.68  -1.23  -3.37  0.10
H  -3.09  -2.78  -4.08  0.12
H  -0.58  -1.19  -4.50  0.10
H  -1.19  -2.55  -5.46  0.10
H  0.83  -3.25  -3.90  0.11
Cl  -4.87  0.10  1.69  0.64
C  -4.34  0.54  0.02  -0.96
Cl  -5.61  1.49  -0.76  0.62
C  -3.95  -0.75  -0.80  -0.77
O  -4.48  -0.93  -1.89  -0.01
O  -3.05  -1.44  -0.24  -0.24
H  -3.47  1.19  0.11  0.00



For each record above, in turn, the calculated Kohn-Sham gap values are 7.10, 5.78 eV.
For each record above, in turn, the calculated LUMO values are -0.1074, 0.0686 hartree.
For each record above, in turn, the calculated relative energy (zero: lowest compared OMol25 entry of this formula, charge and spin) values are 13.8, 22.6 kcal per mole.